<P>
One molecule with the formula C3H5BrS. Source: the OMol25 dataset; level of theory: ωB97M-V/def2-TZVPD.

Geometry (Å):
H 1.609 0.948 -0.874
H 1.758 0.317 0.819
C -0.189 -0.082 -0.052
C -0.809 0.440 0.936
H 1.716 -0.879 -0.557
Br -2.661 0.246 1.218
H -0.240 0.976 1.769
H -1.835 -0.746 -1.655
S -0.654 -1.362 -1.340
C 1.305 0.141 -0.265

Computed properties:
Charge: 0
LUMO energy (eV): 0.74
HOMO (eV): -9.09
SMILES string: C/C(S)=C/Br

Atom charges from the Mulliken analysis, given in e for atoms 1 to 8: 0.267, 0.253, 0.396, -0.267, 0.339, -0.151, 0.283, 0.150

***

<Q>
One molecule with the formula C3H5BrS. Source: the OMol25 dataset; level of theory: ωB97M-V/def2-TZVPD.

Geometry (Å):
H -1.383 -0.058 1.322
C -1.251 -0.015 0.302
Br 2.304 0.874 1.263
C -0.051 -0.908 -0.162
H 0.575 -1.568 0.371
H 1.584 0.513 -1.183
C 1.158 0.790 -0.281
H -0.381 -1.242 -1.131
H -2.075 -0.050 -0.297
S -0.481 1.663 -0.204

Computed properties:
Charge: 0
LUMO energy (eV): 0.24
HOMO (eV): -8.70

Atom charges from the Mulliken analysis, given in e for atoms 1 to 8: 0.312, -0.507, -0.105, -0.751, 0.431, 0.486, -0.408, 0.254

***

Name the most stable of them. <P>.

***

<P>
One molecule with the formula C3HFO3. Source: the OMol25 dataset; level of theory: ωB97M-V/def2-TZVPD.

Geometry (Å):
C 0.703 2.086 0.756
C 0.296 2.618 -1.608
F 1.198 2.870 -2.498
O 0.990 2.572 -0.439
O 0.756 2.676 1.751
H -0.534 -0.848 0.076
C -0.035 0.041 -0.173
O 0.312 0.754 0.862

Computed properties:
Charge: 0
LUMO energy (eV): -0.59
HOMO (eV): -9.38

Quick look at the Mulliken charges, all values in e: 0.834, 0.029, -0.105, -0.115, -0.371, 0.202, -0.276, -0.199

***

<Q>
A 2-piece molecular cluster, C3HFO3 overall. Source: the OMol25 dataset; level of theory: ωB97M-V/def2-TZVPD.

Geometry (Å):
F 1.504 -1.868 0.461
O -1.916 1.430 0.783
C 0.491 -0.560 -1.288
O 0.402 0.122 -2.215
H -0.402 -1.479 0.308
O 0.284 1.901 1.119
C -0.835 1.702 0.986
C 0.472 -1.247 -0.154

Computed properties:
Charge: 0
LUMO energy (eV): -0.12
HOMO (eV): -9.41
SMILES string: O=C=CF.O=C=O

Quick look at the Mulliken charges, all values in e: -0.236, -0.338, 0.609, -0.312, 0.368, -0.346, 0.690, -0.435

***

<R>
A 2-piece molecular cluster, C3HFO3 overall. Source: the OMol25 dataset; level of theory: ωB97M-V/def2-TZVPD.

Geometry (Å):
O -2.136 0.337 1.171
O -0.158 -2.337 0.705
C 0.057 -1.423 0.032
H 0.649 0.496 -0.357
F -0.417 -0.246 -1.838
C -0.050 -0.285 -0.572
C -2.750 0.089 0.209
O -3.512 -0.156 -0.581

Computed properties:
Charge: 0
LUMO energy (eV): -0.03
HOMO (eV): -9.43
SMILES string: O=C=CF.O=C=O

Quick look at the Mulliken charges, all values in e: -0.382, -0.335, 0.813, 0.269, -0.228, -0.557, 0.729, -0.309

***

Name the most stable of them. <Q>.

***

<P>
One molecule with the formula C6H10N2O3S. Source: the OMol25 dataset; level of theory: ωB97M-V/def2-TZVPD.

Geometry (Å):
C 2.149 0.919 -0.267
O 0.594 -1.021 -2.061
C 2.203 -0.798 1.438
H 1.756 1.727 0.324
O -2.052 -1.167 1.455
H 1.818 1.112 -1.299
H -3.054 1.753 -1.896
H 1.298 -1.068 2.021
N -0.765 0.175 -0.208
H 2.711 0.073 1.952
O -0.017 -2.242 0.077
H -4.149 0.324 0.185
C -2.496 1.297 -1.118
N 1.746 -0.378 0.131
C -2.228 -0.383 0.462
H -0.346 1.494 -1.642
C -1.184 1.122 -1.138
C -3.128 0.418 -0.100
S 0.361 -0.990 -0.625
H 3.216 0.987 -0.352
H -1.246 -1.676 1.227
H 2.813 -1.676 1.435

Computed properties:
Charge: 0
LUMO energy (eV): 0.76
HOMO (eV): -8.52
SMILES string: CN(C)S(=O)(=O)n1cccc1O

Atom charges from the Mulliken analysis, given in e for atoms 1 to 8: -1.191, -0.617, -0.820, 0.376, -0.508, 0.384, 0.374, 0.276

***

<Q>
One molecule with the formula C6H10N2O3S. Source: the OMol25 dataset; level of theory: ωB97M-V/def2-TZVPD.

Geometry (Å):
H 0.672 1.147 -1.838
H -0.453 0.194 2.330
C -0.265 0.647 -1.450
H -0.603 1.472 -0.756
N 0.003 -0.396 -0.497
H -0.678 -0.253 -3.653
N -1.239 -1.396 -2.144
C -1.070 -0.023 -2.569
O 0.861 -3.572 -0.763
C 0.722 -0.148 0.749
H -2.019 0.592 -2.659
O -0.070 -2.937 1.327
H 2.201 -0.911 1.876
H -0.606 1.617 1.051
H 2.104 -1.495 0.075
C 1.770 -0.977 0.915
C -0.712 -1.556 -1.006
H 0.900 1.406 2.110
C 0.061 0.909 1.611
S -0.360 -3.187 -0.230
O -1.488 -4.090 -0.352
H 0.501 -3.670 1.652

Computed properties:
Charge: 0
LUMO energy (eV): 0.43
HOMO (eV): -8.52
SMILES string: C=C(C)N1CCN=C1S(=O)(=O)O

Atom charges from the Mulliken analysis, given in e for atoms 1 to 8: 0.251, 0.229, -0.504, 0.195, 0.248, 0.297, -0.576, -0.375

***

Name the most stable of them. <P>.

***

<P>
A 2-piece molecular cluster, C5H10IN2O overall. Source: the OMol25 dataset; level of theory: ωB97M-V/def2-TZVPD.

Geometry (Å):
C -1.545 3.293 0.145
H -0.474 3.545 0.146
H 3.630 -0.840 -0.691
H 3.437 -2.509 -0.769
H 1.763 -3.534 0.522
I -2.462 -0.906 0.248
C 1.783 -1.569 -0.029
N 3.076 -1.612 -0.550
H -1.906 3.704 -0.886
N -1.594 1.889 0.103
H -2.196 3.557 0.937
H -0.669 1.482 0.367
C 1.024 -0.513 0.232
C 1.045 -2.947 -0.019
H -3.621 1.543 0.066
O 0.320 0.408 0.622
C -2.621 1.131 0.113
H 0.101 -2.842 0.565
H 0.910 -3.278 -1.122

Computed properties:
Charge: +1
LUMO energy (eV): -4.43
HOMO (eV): -11.17

Atom charges from the Mulliken analysis, given in e for atoms 1 to 8: -0.872, 0.314, 0.155, 0.182, 0.386, 0.253, 0.496, -0.430

***

<Q>
An isolated ion of composition C5H10IN2O and charge +1. Source: the OMol25 dataset; level of theory: ωB97M-V/def2-TZVPD.

Geometry (Å):
H 2.176 2.142 0.037
C -0.105 0.229 1.301
H 0.892 2.174 -1.288
O 1.015 -1.741 0.565
C -2.124 -1.260 -0.167
H 0.534 -0.083 -1.995
H -0.336 1.006 2.029
I -3.434 0.293 0.068
H -2.585 -2.117 0.336
N 0.593 0.527 0.111
H 2.160 -0.280 1.471
H 1.101 -2.333 1.335
H 0.524 2.634 0.369
H -0.905 0.743 -1.411
N -1.022 -1.183 -1.012
C 1.162 -0.476 0.992
C 1.138 1.910 -0.244
H -0.524 -2.128 -1.305
C -0.258 -0.056 -1.193

Computed properties:
Charge: +1
LUMO energy (alpha / beta) (eV): -4.58 / -4.91
HOMO (alpha / beta) (eV): -11.95 / -11.39

Atom charges from the Mulliken analysis, given in e for atoms 1 to 8: 0.323, -0.832, 0.318, -0.483, -0.319, 0.414, 0.250, 0.246

***

Name the most stable of them. <P>.

***

<P>
A 2-piece molecular cluster, CH5OS2 overall. Source: the OMol25 dataset; level of theory: ωB97M-V/def2-TZVPD.

Geometry (Å):
H 0.087 1.535 2.370
H 0.537 -1.609 -1.909
O 0.147 1.043 -0.414
H -0.369 -2.379 -0.491
C -0.275 -1.441 -1.026
H 0.506 1.651 0.423
H -1.347 -1.358 -1.326
S 0.282 2.911 2.217
S 0.431 -0.353 0.155

Computed properties:
Charge: -1
LUMO energy (eV): 3.56
HOMO (eV): -3.13

Atom charges from the Mulliken analysis, given in e for atoms 1 to 8: -0.047, 0.203, -0.321, 0.270, -0.851, 0.151, 0.288, -0.780

***

<Q>
CH5OS2 as an isolated structure. Source: the OMol25 dataset; level of theory: ωB97M-V/def2-TZVPD.

Geometry (Å):
H 1.822 1.175 -1.963
S 0.599 -0.559 0.192
H 0.716 -2.345 1.498
H -1.859 -0.143 0.378
O -0.026 -2.106 0.934
H -1.135 0.646 -0.967
H -0.852 1.291 0.597
C -0.935 0.353 0.063
S 1.671 1.687 -0.734

Computed properties:
Charge: -1
LUMO energy (eV): 3.79
HOMO (eV): -3.07

Atom charges from the Mulliken analysis, given in e for atoms 1 to 8: 0.010, 0.061, 0.264, 0.311, -0.622, 0.285, 0.282, -0.870

***

Name the most stable of them. <Q>.

***

<P>
One molecule with the formula C7H10O2. Source: the OMol25 dataset; level of theory: ωB97M-V/def2-TZVPD.

Geometry (Å):
H 1.574 2.289 -0.283
H 0.508 3.092 0.874
H -0.162 0.518 -2.149
H 0.905 1.007 1.976
H -0.863 -1.126 -2.543
C 1.062 -0.210 0.240
H -0.132 2.339 -0.584
H -1.243 -0.156 1.969
H -0.410 -2.392 0.926
O -1.967 1.048 0.515
O 2.162 -0.638 0.397
C -0.064 -0.931 -0.609
C -0.365 -0.490 -1.826
C -1.056 0.527 1.115
H 0.542 -2.975 -0.442
C 0.417 0.940 0.998
H -1.210 -2.735 -0.621
C 0.605 2.236 0.208
C -0.304 -2.342 -0.160

Computed properties:
Charge: 0
LUMO energy (eV): 0.21
HOMO (eV): -9.66
SMILES string: C=C(C)C(=O)[C@@H](C)C=O

Atom charges from the Mulliken analysis, given in e for atoms 1 to 8: 0.366, 0.363, 0.224, 0.426, 0.311, 0.110, 0.346, 0.350

***

<Q>
C7H10O2 as an isolated structure. Source: the OMol25 dataset; level of theory: ωB97M-V/def2-TZVPD.

Geometry (Å):
O -3.129 0.058 -0.406
C -0.745 0.200 -0.046
C -2.161 0.605 0.201
H 2.327 -0.034 -1.234
C 0.850 -1.186 -0.029
O 0.463 2.226 -0.119
H -0.494 -1.272 -1.812
H -0.410 -1.317 1.667
H -2.432 1.511 1.039
C -0.379 -1.262 -0.752
H 1.370 -2.078 0.089
C 1.614 0.066 -0.327
H 2.299 0.654 0.379
C 0.347 1.044 -0.673
H 0.311 2.063 1.031
H 0.711 0.040 1.919
H -1.100 -1.928 -0.292
C 0.092 -0.539 1.081
H 0.465 1.149 -1.717

Computed properties:
Charge: 0
LUMO energy (eV): 0.60
HOMO (eV): -9.45

Atom charges from the Mulliken analysis, given in e for atoms 1 to 8: -0.493, 0.572, -0.479, 0.300, -0.162, -0.647, 0.385, 0.314

***

Name the most stable of them. <P>.

***

<P>
C7H10O2 as an isolated structure. Source: the OMol25 dataset; level of theory: ωB97M-V/def2-TZVPD.

Geometry (Å):
H -0.335 -0.379 -3.054
C 0.480 1.044 0.216
C 0.865 2.093 0.675
H -0.029 1.322 -2.653
H 0.421 -2.221 -1.499
C 0.472 -1.495 -0.686
C -0.302 0.351 -2.240
O 1.984 0.004 -1.594
H 0.445 -0.709 2.404
C -1.047 0.187 1.190
H -1.240 -1.051 2.875
H -0.470 -1.418 -0.080
H -0.511 0.556 3.195
H 1.213 3.045 0.983
O -2.111 0.432 0.761
H 1.251 -1.800 0.011
C -0.550 -0.290 2.507
C 0.759 -0.087 -1.219
H -1.295 0.416 -1.793

Computed properties:
Charge: 0
LUMO energy (alpha / beta) (eV): -1.17 / -1.17
HOMO (alpha / beta) (eV): -8.17 / -8.17

Atom charges from the Mulliken analysis, given in e for atoms 1 to 8: 0.374, -0.336, -0.362, 0.325, 0.392, -1.229, -1.319, -0.718

***

<Q>
One molecule with the formula C7H10O2. Source: the OMol25 dataset; level of theory: ωB97M-V/def2-TZVPD.

Geometry (Å):
C -0.757 1.856 0.669
H 1.546 0.819 0.110
C -0.576 -0.288 -1.438
C 0.329 -0.944 0.009
H -0.059 -0.318 2.039
H 2.228 -0.483 -0.891
O -2.665 0.498 0.503
H 0.273 3.860 0.817
O 0.395 -2.310 -0.143
H -1.285 -1.431 1.317
H -0.852 0.726 -1.712
H -1.384 -1.008 -1.559
H 0.983 -2.526 -0.878
C -1.446 0.581 0.591
C 1.673 -0.255 0.018
C -0.224 2.930 0.746
H 0.174 -0.490 -2.207
H 2.249 -0.611 0.873
C -0.601 -0.604 1.138

Computed properties:
Charge: 0
LUMO energy (eV): 0.34
HOMO (eV): -9.70
SMILES string: C#CC(=O)CC(C)(C)O

Atom charges from the Mulliken analysis, given in e for atoms 1 to 8: -0.562, 0.258, -1.349, 1.062, 0.368, 0.397, -0.558, 0.426

***

Name the most stable of them. <Q>.